[1]
{"formula": "C2H7N2O2", "method": "ωB97M-V/def2-TZVPD", "total_energy_ev": -9264.068, "lumo_energy_ev": 4.35, "orbital_gap_ev": 8.141, "relative_energy_ev": 0.627, "charge": -1, "symbols": ["N", "C", "O", "O", "H", "H", "C", "N", "H", "H", "H", "H", "H"], "coordinates": [[-0.01266, 0.34073, 1.99009], [0.96622, 0.04094, 0.92414], [2.15281, 0.07846, 1.29774], [0.52000, -0.34837, -0.19548], [0.10167, -0.41684, 2.63626], [0.28885, 1.16465, 2.50375], [-1.73128, 0.57326, -1.62160], [-1.39754, -0.78053, -2.05965], [-1.03354, 1.29992, -2.05543], [-1.68213, 0.66636, -0.53038], [-2.73246, 0.80313, -1.96598], [-1.36263, -0.88106, -3.05914], [-0.50051, -1.08357, -1.67547]], "lowdin_charge": [0.044, -0.789, -0.099, -0.107, 0.034, 0.041, -0.228, -0.092, 0.056, 0.054, 0.042, 0.025, 0.019]}

---

[2]
{"formula": "C4H6O2", "method": "ωB97M-V/def2-TZVPD", "total_energy_ev": -8339.200, "lumo_energy_ev": 0.97, "orbital_gap_ev": 10.422, "relative_energy_ev": 1.261, "smiles": "C=COC(C)=O", "symbols": ["C", "C", "O", "C", "C", "O", "H", "H", "H", "H", "H", "H"], "coordinates": [[-1.34754, -1.35875, -0.64447], [-0.11632, -0.80811, -0.02723], [0.51259, -1.24911, 0.89204], [0.95131, 1.49263, 1.04111], [1.06639, 1.22618, -0.24717], [0.17751, 0.33705, -0.80673], [-1.13298, -1.30074, -1.70917], [-2.17532, -0.67803, -0.42401], [-1.56514, -2.37284, -0.31725], [0.05586, 1.15968, 1.55572], [1.75608, 1.92180, 1.61138], [1.81758, 1.63024, -0.92423]], "lowdin_charge": [0.017, -0.499, 0.125, 0.037, -0.195, -0.030, 0.093, 0.100, 0.093, 0.077, 0.064, 0.118]}

---

[3]
{"formula": "C4H5N5O3S", "method": "ωB97M-V/def2-TZVPD", "total_energy_ev": -28653.497, "lumo_energy_ev": -0.52, "orbital_gap_ev": 9.040, "relative_energy_ev": 0.000, "smiles": "CN1c2nonc2C(N)=NS1(=O)=O", "symbols": ["C", "C", "C", "C", "N", "N", "N", "N", "N", "O", "O", "O", "S", "H", "H", "H", "H", "H"], "coordinates": [[-0.67757, -0.79460, -0.86436], [0.29808, -0.97131, 0.18179], [-1.27058, 0.53031, -1.16440], [1.46559, -0.30658, 2.18031], [-0.70935, -1.91391, -1.54508], [0.69518, -2.24663, 0.09946], [-0.67346, 1.58345, -0.68515], [0.81263, 0.05596, 0.91082], [-2.50370, 0.64220, -1.68226], [1.70786, 1.68267, -1.04359], [0.92169, 2.58165, 1.00901], [0.07240, -2.80493, -0.93774], [0.74657, 1.61753, 0.01538], [1.43618, -1.43137, 2.17186], [2.47681, 0.22904, 2.41189], [0.87009, 0.08849, 3.07332], [-2.85399, -0.11155, -2.23884], [-2.81444, 1.56957, -1.89243]], "lowdin_charge": [-0.140, -0.300, -0.340, -0.059, 0.127, 0.119, -0.018, -0.160, 0.193, -0.264, -0.252, -0.042, 0.596, 0.090, 0.120, 0.097, 0.114, 0.119]}

---

[4]
{"formula": "C35H34N6O3ReS2", "method": "ωB97M-V/def2-TZVPD", "multiplicity": 2, "total_energy_ev": -75719.169, "lumo_energy_ev": [-6.76, -6.74], "orbital_gap_ev": [5.890, 5.905], "relative_energy_ev": 1.043, "charge": 2, "symbols": ["Re", "O", "C", "C", "C", "C", "C", "C", "C", "N", "N", "C", "O", "C", "C", "C", "C", "C", "C", "H", "H", "H", "H", "H", "H", "H", "H", "H", "H", "C", "C", "C", "C", "N", "C", "C", "C", "C", "C", "C", "N", "H", "H", "H", "H", "H", "H", "H", "H", "O", "S", "C", "C", "C", "C", "H", "H", "H", "H", "H", "H", "H", "H", "N", "C", "S", "N", "C", "C", "C", "C", "C", "C", "H", "H", "H", "H", "H", "H", "H", "H"], "coordinates": [[-0.26442, 0.21808, -0.04004], [-2.03608, -0.32330, -0.27584], [-2.94463, -0.89196, 0.62760], [-4.13031, -1.35778, 0.10779], [-5.06016, -1.97322, 0.93085], [-4.80405, -2.11600, 2.28807], [-3.62431, -1.61979, 2.80304], [-2.68577, -0.98991, 1.98527], [-1.50488, -0.42638, 2.62511], [-0.54699, 0.12900, 2.01458], [0.47210, 0.70570, 2.82022], [1.43771, 1.05066, 2.05532], [1.45733, 0.78617, 0.71650], [2.57012, 1.81224, 2.59906], [3.00078, 1.61165, 3.90615], [4.06644, 2.34903, 4.39671], [4.68167, 3.30479, 3.59664], [4.23500, 3.52543, 2.29811], [3.18963, 2.76570, 1.78847], [-4.30230, -1.24138, -0.95749], [-5.98649, -2.34729, 0.50987], [-5.52499, -2.60048, 2.93482], [-3.40755, -1.71621, 3.86526], [-1.43789, -0.44525, 3.70955], [2.49801, 0.87868, 4.53073], [4.41797, 2.17901, 5.40798], [5.51425, 3.88058, 3.98731], [4.70344, 4.28398, 1.68084], [2.84027, 2.91888, 0.77203], [-0.53738, 4.51184, 0.38863], [-0.24913, 4.94941, -0.89428], [-0.08479, 4.02144, -1.91540], [-0.21535, 2.68275, -1.63756], [-0.46235, 2.25900, -0.37157], [-0.62581, 3.15905, 0.61819], [-0.09628, 1.60640, -2.65082], [-0.10191, 1.82363, -4.00727], [-0.04040, 0.73590, -4.86503], [0.01312, -0.54542, -4.33998], [0.01366, -0.69664, -2.97365], [-0.03331, 0.35770, -2.13953], [-0.68139, 5.20425, 1.20894], [-0.14779, 6.00865, -1.10328], [0.16124, 4.34595, -2.91799], [-0.81772, 2.76491, 1.60806], [-0.17594, 2.82757, -4.40104], [-0.05527, 0.89054, -5.93886], [0.04167, -1.41702, -4.98142], [0.04157, -1.67338, -2.51036], [0.17158, -1.81720, 0.28295], [1.39991, -2.66716, -0.17349], [2.72642, -2.25794, 0.98618], [3.14708, -3.57593, 1.63313], [1.84697, -4.34293, 1.87803], [1.07719, -4.28359, 0.55968], [2.26571, -1.56877, 1.69863], [3.51893, -1.73853, 0.44185], [3.70057, -3.39751, 2.55282], [3.79584, -4.13954, 0.95888], [1.26889, -3.86370, 2.67056], [2.03174, -5.37254, 2.17560], [-0.00499, -4.36775, 0.65196], [1.43437, -5.02022, -0.16232], [3.86970, -1.73898, -2.75619], [4.24428, -0.68304, -1.95629], [3.30232, 0.70323, -1.89335], [5.37306, -0.94727, -1.26552], [6.13679, -0.19082, -0.31440], [5.64172, 0.87161, 0.42782], [6.48842, 1.51544, 1.32581], [7.80034, 1.10212, 1.50371], [8.27905, 0.02330, 0.77062], [7.45049, -0.61840, -0.13406], [3.17707, -1.51318, -3.44261], [4.54960, -2.43354, -3.03016], [5.85370, -1.78412, -1.54518], [4.61612, 1.19045, 0.31940], [6.10541, 2.35495, 1.89651], [8.44637, 1.61245, 2.20857], [9.30160, -0.31548, 0.89621], [7.83350, -1.45634, -0.71580]], "lowdin_charge": [1.666, -0.233, -0.253, 0.009, -0.030, -0.044, -0.011, -0.143, -0.032, -0.136, 0.142, -0.405, -0.281, -0.162, -0.013, -0.047, -0.072, -0.090, -0.038, 0.132, 0.123, 0.121, 0.128, 0.149, 0.119, 0.117, 0.122, 0.123, 0.112, -0.003, 0.010, 0.032, -0.167, -0.048, -0.064, -0.204, 0.028, 0.004, -0.016, -0.100, -0.064, 0.131, 0.133, 0.127, 0.123, 0.126, 0.133, 0.127, 0.101, -0.648, 1.049, -0.283, -0.203, -0.206, -0.286, 0.095, 0.075, 0.129, 0.123, 0.124, 0.127, 0.106, 0.104, 0.075, -0.873, 0.683, 0.056, -0.228, -0.036, -0.057, -0.065, -0.066, -0.031, 0.070, 0.107, 0.133, 0.033, 0.069, 0.112, 0.115, 0.117]}